Entry 1:
The following is a quantum chemistry calculation of a structure of composition C43H27F15GeN5O5PRhS4, from the OMol25 dataset.

ORCA input file:
```
! RIJCOSX wB97M-V def2-TZVPD def2/J DEFGRID3
* xyz -1 1
Rh 0.453 -0.268 0.249
C -4.358 -5.498 3.894
C -3.170 -4.982 3.129
C -3.332 -4.086 2.077
C -2.239 -3.574 1.397
C -0.961 -3.960 1.774
C -0.778 -4.890 2.789
C -1.882 -5.398 3.455
S 0.461 -3.156 1.097
O 1.582 -3.985 1.452
O 0.215 -2.865 -0.308
N 0.512 -1.687 1.707
C 1.103 -1.292 2.881
C 1.399 -2.050 3.989
C 1.996 -1.446 5.112
C 2.329 -0.120 5.126
C 2.061 0.678 3.988
C 2.437 2.031 3.880
C 2.156 2.720 2.741
C 1.470 2.083 1.694
N 1.087 0.823 1.763
C 1.407 0.095 2.892
H -5.238 -4.883 3.714
H -4.158 -5.505 4.966
H -4.599 -6.521 3.599
H -4.327 -3.774 1.784
H -2.376 -2.869 0.590
H 0.223 -5.208 3.045
H -1.740 -6.128 4.244
H 1.190 -3.110 3.989
H 2.204 -2.061 5.979
H 2.818 0.329 5.980
H 2.966 2.500 4.702
H 2.450 3.752 2.615
H 1.246 2.615 0.786
O 2.471 -0.494 -0.134
N 3.217 -1.179 0.715
C 3.805 -2.175 0.134
C 3.662 -2.455 -1.272
N 3.573 -2.647 -2.402
C 4.676 -2.997 0.931
N 5.376 -3.650 1.566
F -2.079 0.913 -2.838
C -1.812 1.565 -3.966
C -0.511 1.661 -4.436
C -0.342 2.290 -5.656
F 0.881 2.390 -6.206
C -1.390 2.843 -6.368
F -1.186 3.451 -7.541
C -2.671 2.759 -5.850
F -3.694 3.291 -6.519
C -2.890 2.108 -4.650
F -4.131 1.998 -4.180
Ge 1.025 1.065 -3.337
S 0.727 1.500 -1.263
C 2.525 2.289 -3.728
C 2.324 3.653 -3.833
F 1.081 4.161 -3.847
C 3.363 4.562 -3.923
F 3.126 5.873 -4.030
C 4.667 4.099 -3.893
F 5.682 4.959 -3.978
C 4.911 2.745 -3.759
F 6.169 2.301 -3.714
C 3.841 1.871 -3.656
F 4.136 0.582 -3.455
C 1.407 -0.703 -4.068
C 0.746 -1.781 -3.502
F -0.098 -1.573 -2.484
C 0.905 -3.080 -3.949
F 0.253 -4.092 -3.388
C 1.760 -3.313 -5.013
F 1.933 -4.551 -5.470
C 2.423 -2.258 -5.615
F 3.231 -2.492 -6.654
C 2.234 -0.971 -5.142
F 2.867 0.014 -5.795
C -3.877 1.337 4.378
C -3.389 0.120 3.614
C -1.889 -0.069 3.692
O -3.902 0.171 2.264
P -3.320 0.915 0.970
S -4.749 1.263 -0.259
S -1.876 -0.354 0.214
O -2.639 2.204 1.637
C -1.696 3.051 0.943
C -1.271 4.090 1.961
C -2.262 3.677 -0.316
H -3.615 1.242 5.434
H -4.959 1.431 4.291
H -3.419 2.241 3.979
H -3.868 -0.777 4.017
H -1.360 0.823 3.354
H -1.573 -0.913 3.081
H -1.609 -0.265 4.730
H -0.854 2.419 0.668
H -2.119 4.722 2.228
H -0.483 4.720 1.546
H -0.892 3.614 2.867
H -3.145 4.275 -0.086
H -2.543 2.916 -1.040
H -1.493 4.306 -0.769
*
```

The HOMO-LUMO gap is 6.9091 eV. The energy relative to the best compared isomer or geometry (same formula, charge and spin) is 98.0 kJ/mol. The highest occupied orbital energy is -5.72 eV. The value obtained for the LUMO energy is 1.193 eV.

Entry 2:
The following is a quantum chemistry calculation of a structure of composition C43H28BrCl2IN4OPPt, from the OMol25 dataset.

ORCA input file:
```
! RIJCOSX wB97M-V def2-TZVPD def2/J DEFGRID3
* xyz -1 1
Pt -0.721 -0.205 -0.158
Br 4.340 -6.840 5.732
C 2.611 -6.829 4.950
C 1.522 -7.232 5.700
C 0.264 -7.233 5.114
C 0.090 -6.791 3.809
C 1.204 -6.408 3.061
C 2.464 -6.432 3.629
N -1.208 -6.976 3.227
N -1.776 -6.124 2.520
C -1.388 -4.772 2.416
C -0.897 -3.991 3.453
C -0.631 -2.637 3.312
C -0.822 -1.981 2.086
O -0.584 -0.737 1.905
C -1.368 -2.782 1.013
N -1.572 -2.130 -0.164
C -2.115 -2.758 -1.181
C -2.497 -4.108 -1.089
C -2.274 -4.797 0.069
C -1.688 -4.139 1.176
H 1.654 -7.558 6.722
H -0.600 -7.580 5.665
H 1.085 -6.091 2.034
H 3.329 -6.138 3.050
H -0.743 -4.440 4.425
H -0.277 -2.055 4.152
H -2.241 -2.179 -2.088
H -2.956 -4.585 -1.944
H -2.542 -5.840 0.164
I -2.694 2.011 1.248
C -1.817 3.905 1.202
C -2.716 4.900 1.477
C -2.313 6.237 1.637
C -0.990 6.531 1.569
C -0.030 5.524 1.291
C 1.328 5.910 1.304
C 2.299 4.986 1.085
C 1.935 3.674 0.750
C 0.624 3.229 0.662
P 0.536 1.682 -0.384
C -0.736 0.027 -2.188
C 0.359 -0.511 -3.010
C 1.068 0.118 -3.958
C 1.283 1.555 -4.307
C 0.979 2.814 -3.929
C -1.540 0.864 -2.811
C 2.178 0.908 -0.101
C 2.497 0.347 1.140
C 3.696 -0.321 1.320
C 4.589 -0.448 0.260
C 4.278 0.104 -0.972
C 3.078 0.785 -1.153
C -0.417 4.169 1.029
H -3.761 4.647 1.590
H -3.049 7.001 1.851
H -0.631 7.539 1.736
H 1.568 6.947 1.508
H 3.347 5.257 1.108
H 2.735 2.997 0.497
H 0.646 -1.537 -2.793
H 1.756 -0.521 -4.506
H 2.080 1.606 -5.062
H -0.001 4.124 -2.354
H -1.791 3.524 -1.530
H 1.783 0.418 1.952
H 3.933 -0.755 2.285
H 5.524 -0.978 0.399
H 4.971 0.009 -1.800
H 2.835 1.237 -2.107
Cl -4.357 1.322 -5.875
C -3.309 2.576 -5.331
C -3.262 3.793 -5.987
C -2.386 4.789 -5.592
C -1.541 4.596 -4.518
C -1.636 3.397 -3.844
Cl -0.547 2.919 -2.535
C -2.478 2.350 -4.219
N -2.524 1.109 -3.565
H -3.885 3.958 -6.856
H -2.340 5.704 -6.168
H -0.821 5.339 -4.200
*
```

The HOMO-LUMO gap (alpha / beta) is 4.9752 / 4.9758 eV. The energy relative to the best compared isomer or geometry (same formula, charge and spin) is 1315.7 kJ/mol. The highest occupied orbital energy (alpha / beta) is -3.32 / -3.32 eV. The value obtained for the LUMO energy (alpha / beta) is 1.656 / 1.656 eV.

Entry 3:
The following is a quantum chemistry calculation of a structure of composition C43H29BrN8O3Ru, from the OMol25 dataset.

ORCA input file:
```
! RIJCOSX wB97M-V def2-TZVPD def2/J DEFGRID3
* xyz -1 2
Ru -0.220 -0.009 0.100
C 0.627 1.890 -6.252
C 0.227 0.578 -6.538
C -0.108 -0.307 -5.528
C -0.007 0.146 -4.218
C -0.304 -0.471 -2.938
N 0.028 0.387 -1.934
C 0.319 1.590 -2.489
N 0.384 2.765 -1.881
C -0.003 2.942 -0.644
C 0.070 4.255 -0.016
C 0.499 5.486 -0.489
C 0.477 6.549 0.396
C 0.045 6.387 1.718
C -0.378 5.156 2.189
C -0.362 4.093 1.296
C -0.684 2.681 1.445
N -1.036 2.180 2.616
C -1.328 0.898 2.790
N -1.186 -0.129 1.914
C -1.911 -1.187 2.359
N -2.232 -2.275 1.677
C -2.028 -2.381 0.376
N -1.569 -1.459 -0.523
C -1.432 -2.095 -1.728
N -0.909 -1.646 -2.843
C -1.955 -3.446 -1.637
C -2.070 -4.471 -2.570
C -2.580 -5.677 -2.127
C -2.956 -5.861 -0.787
C -2.830 -4.844 0.141
C -2.322 -3.631 -0.308
C -2.397 -0.908 3.702
C -3.136 -1.650 4.612
C -3.467 -1.044 5.813
C -3.096 0.278 6.088
C -2.384 1.030 5.167
C -2.027 0.413 3.977
N -0.530 2.040 0.251
C 0.393 1.455 -3.934
C 0.701 2.351 -4.949
H 0.878 2.554 -7.071
H 0.178 0.255 -7.570
H -0.435 -1.316 -5.740
H 0.850 5.592 -1.507
H 0.812 7.526 0.069
H 0.053 7.242 2.382
H -0.701 5.013 3.212
H -1.761 -4.319 -3.595
H -2.686 -6.503 -2.820
H -3.343 -6.825 -0.479
H -3.099 -4.977 1.180
H -3.436 -2.665 4.386
H -4.028 -1.599 6.556
H -3.380 0.717 7.036
H -2.108 2.058 5.358
H 0.994 3.366 -4.718
C 2.869 -2.798 0.568
C 2.207 -1.946 -0.525
C 3.075 -0.710 -0.772
C 2.169 -2.768 -1.824
O 0.893 -1.713 -0.089
H 3.886 -3.097 0.292
H 2.273 -3.694 0.745
H 2.910 -2.224 1.496
H 3.981 -1.014 -1.305
H 3.392 -0.247 0.158
H 2.563 0.039 -1.376
H 3.170 -3.119 -2.091
H 1.795 -2.171 -2.655
H 1.515 -3.635 -1.701
Br 5.310 2.592 1.289
C 4.152 2.302 2.767
C 4.693 2.526 4.027
C 3.925 2.312 5.157
C 2.622 1.850 5.029
C 2.103 1.607 3.771
C 2.848 1.841 2.615
C 2.169 1.614 1.271
O 2.382 2.368 0.333
O 1.339 0.640 1.320
H 5.717 2.864 4.110
H 4.348 2.499 6.136
H 2.014 1.674 5.907
H 1.100 1.222 3.647
*
```

The HOMO-LUMO gap (alpha / beta) is 4.6299 / 4.6860 eV. The energy relative to the best compared isomer or geometry (same formula, charge and spin) is 0.0 kJ/mol. The highest occupied orbital energy (alpha / beta) is -3.76 / -3.81 eV. The value obtained for the LUMO energy (alpha / beta) is 0.873 / 0.880 eV.

Copy entry 3 word for word.
The following is a quantum chemistry calculation of a structure of composition C43H29BrN8O3Ru, from the OMol25 dataset.

ORCA input file:
```
! RIJCOSX wB97M-V def2-TZVPD def2/J DEFGRID3
* xyz -1 2
Ru -0.220 -0.009 0.100
C 0.627 1.890 -6.252
C 0.227 0.578 -6.538
C -0.108 -0.307 -5.528
C -0.007 0.146 -4.218
C -0.304 -0.471 -2.938
N 0.028 0.387 -1.934
C 0.319 1.590 -2.489
N 0.384 2.765 -1.881
C -0.003 2.942 -0.644
C 0.070 4.255 -0.016
C 0.499 5.486 -0.489
C 0.477 6.549 0.396
C 0.045 6.387 1.718
C -0.378 5.156 2.189
C -0.362 4.093 1.296
C -0.684 2.681 1.445
N -1.036 2.180 2.616
C -1.328 0.898 2.790
N -1.186 -0.129 1.914
C -1.911 -1.187 2.359
N -2.232 -2.275 1.677
C -2.028 -2.381 0.376
N -1.569 -1.459 -0.523
C -1.432 -2.095 -1.728
N -0.909 -1.646 -2.843
C -1.955 -3.446 -1.637
C -2.070 -4.471 -2.570
C -2.580 -5.677 -2.127
C -2.956 -5.861 -0.787
C -2.830 -4.844 0.141
C -2.322 -3.631 -0.308
C -2.397 -0.908 3.702
C -3.136 -1.650 4.612
C -3.467 -1.044 5.813
C -3.096 0.278 6.088
C -2.384 1.030 5.167
C -2.027 0.413 3.977
N -0.530 2.040 0.251
C 0.393 1.455 -3.934
C 0.701 2.351 -4.949
H 0.878 2.554 -7.071
H 0.178 0.255 -7.570
H -0.435 -1.316 -5.740
H 0.850 5.592 -1.507
H 0.812 7.526 0.069
H 0.053 7.242 2.382
H -0.701 5.013 3.212
H -1.761 -4.319 -3.595
H -2.686 -6.503 -2.820
H -3.343 -6.825 -0.479
H -3.099 -4.977 1.180
H -3.436 -2.665 4.386
H -4.028 -1.599 6.556
H -3.380 0.717 7.036
H -2.108 2.058 5.358
H 0.994 3.366 -4.718
C 2.869 -2.798 0.568
C 2.207 -1.946 -0.525
C 3.075 -0.710 -0.772
C 2.169 -2.768 -1.824
O 0.893 -1.713 -0.089
H 3.886 -3.097 0.292
H 2.273 -3.694 0.745
H 2.910 -2.224 1.496
H 3.981 -1.014 -1.305
H 3.392 -0.247 0.158
H 2.563 0.039 -1.376
H 3.170 -3.119 -2.091
H 1.795 -2.171 -2.655
H 1.515 -3.635 -1.701
Br 5.310 2.592 1.289
C 4.152 2.302 2.767
C 4.693 2.526 4.027
C 3.925 2.312 5.157
C 2.622 1.850 5.029
C 2.103 1.607 3.771
C 2.848 1.841 2.615
C 2.169 1.614 1.271
O 2.382 2.368 0.333
O 1.339 0.640 1.320
H 5.717 2.864 4.110
H 4.348 2.499 6.136
H 2.014 1.674 5.907
H 1.100 1.222 3.647
*
```

The HOMO-LUMO gap (alpha / beta) is 4.6299 / 4.6860 eV. The energy relative to the best compared isomer or geometry (same formula, charge and spin) is 0.0 kJ/mol. The highest occupied orbital energy (alpha / beta) is -3.76 / -3.81 eV. The value obtained for the LUMO energy (alpha / beta) is 0.873 / 0.880 eV.